Computed, not measured: a cluster of 13 separate species, C27H80N12O13 in total at a distorted geometry, with the ωB97M-V functional and the def2-TZVPD basis.

```
132
Properties=species:S:1:pos:R:3:forces:R:3
C -3.9590 2.8558 -1.6808 -0.40 -0.39 -0.40
O -5.1763 2.6457 -1.6212 0.50 0.07 0.23
N -3.0308 2.3908 -0.8168 -0.35 -0.03 0.04
N -3.4134 3.5534 -2.7252 -0.19 0.18 0.33
H -2.0903 2.7477 -0.8302 0.06 -0.18 -0.05
H -3.3374 1.8413 -0.0390 0.26 0.13 0.10
H -4.0816 3.8568 -3.4093 0.30 -0.04 -0.27
H -2.4337 3.4167 -2.9018 -0.02 0.23 -0.31
C 4.5548 -2.9544 1.7077 -0.86 0.79 -1.48
O 4.5581 -2.3783 0.6156 0.02 -0.09 0.67
N 5.4686 -2.6946 2.6694 0.71 0.08 0.43
N 3.5935 -3.8511 2.0289 0.46 -0.67 1.07
H 5.4521 -3.1057 3.5835 -0.19 -0.04 0.02
H 6.0379 -1.8733 2.5639 0.08 -0.11 -0.28
H 3.7114 -4.2801 2.9299 -0.58 -0.21 -0.05
H 2.7154 -3.9353 1.5515 0.16 0.11 -0.28
C 3.0769 1.3888 -2.6617 0.63 0.01 -0.27
O 2.1857 0.5662 -2.4064 0.32 0.44 -0.04
N 4.0849 1.6663 -1.8099 -0.35 -0.28 0.50
N 3.1702 2.0398 -3.8538 -0.66 -0.22 -0.11
H 4.1203 1.1735 -0.9218 0.23 -0.15 0.04
H 4.7960 2.3410 -2.0092 0.04 0.05 -0.12
H 3.8930 2.7092 -4.0216 0.04 0.11 -0.08
H 2.3985 1.9752 -4.4964 0.07 -0.10 -0.02
C -3.4884 0.2471 5.7576 0.22 0.70 0.25
O -3.9090 1.3570 5.4230 0.16 -0.51 0.66
N -3.1067 -0.6942 4.8824 0.06 -0.28 -0.40
N -3.3341 -0.0469 7.0918 -0.47 0.65 0.15
H -2.7317 -1.5545 5.2314 0.08 -0.12 -0.24
H -3.0505 -0.4376 3.8992 -0.03 0.04 0.13
H -3.0500 -0.9103 7.5125 -0.04 -0.21 -0.35
H -3.8451 0.6000 7.6689 0.19 -0.07 0.18
C -4.4290 1.2861 2.0773 -0.30 -0.69 0.24
O -3.3189 0.7246 2.1655 -0.58 0.32 0.22
N -5.1716 1.2611 0.9515 -0.66 -0.16 0.02
N -5.0540 1.9724 3.0758 1.22 0.09 0.81
H -4.9881 0.7474 0.1089 0.26 -0.04 0.14
H -6.0595 1.7206 1.0087 -0.03 0.16 -0.54
H -6.0387 2.1395 3.0275 -0.09 0.09 -0.09
H -4.5919 2.0284 4.0068 -0.41 -0.43 -0.91
C -0.2506 -0.1446 0.2000 -0.21 1.73 -0.17
O -0.4106 1.0669 -0.0535 -0.17 -0.53 0.27
N 0.8225 -0.7799 -0.3153 -0.02 -0.18 0.18
N -1.1030 -0.8575 0.9740 0.46 -0.18 -0.01
H 0.9464 -1.7628 -0.1454 0.22 0.03 -0.28
H 1.3742 -0.2261 -0.9738 0.10 -0.54 0.21
H -1.8846 -0.3956 1.4240 0.16 0.22 -0.09
H -0.7233 -1.7202 1.3302 -0.53 -0.23 -0.07
C 3.0381 -3.1823 -2.3919 0.27 -0.67 -0.24
C 3.8751 -2.4339 -3.4351 -0.70 -0.22 -0.38
C 4.7876 -3.3647 -4.2474 0.47 0.67 0.76
O 2.9533 -1.9465 -4.4136 0.40 0.27 0.00
H 2.6441 -4.0607 -2.9126 -0.01 -0.10 0.12
H 2.1568 -2.6285 -2.0691 0.17 0.38 0.02
H 3.6021 -3.5151 -1.5191 0.07 0.12 -0.02
H 4.3816 -1.5782 -2.9762 0.34 -0.19 -0.02
H 5.2623 -2.8152 -5.0607 -0.44 0.04 -0.24
H 4.1620 -4.1759 -4.6134 0.22 -0.10 -0.19
H 5.6501 -3.7325 -3.6859 -0.34 -0.31 0.33
H 2.4869 -1.2079 -4.0095 -0.31 -0.06 -0.25
C -0.3582 4.1527 3.9382 0.87 -0.75 -0.76
C -1.1047 4.5892 2.6898 -0.31 0.24 0.66
C -2.0292 3.5123 2.1421 -1.13 0.62 0.78
O -1.8664 5.7313 3.1272 -0.12 -0.06 -0.72
H -1.0113 3.9985 4.7938 -0.14 -0.10 -0.12
H 0.4581 4.8182 4.2222 -0.26 0.36 -0.05
H 0.1501 3.2243 3.6494 -0.12 -0.18 0.42
H -0.3938 4.8822 1.9083 0.06 0.13 0.06
H -2.6306 3.8577 1.2943 0.78 -0.04 -0.55
H -2.8667 3.4019 2.8414 0.46 -0.33 0.53
H -1.5727 2.5390 1.9907 0.09 0.11 -0.33
H -2.5852 5.8306 2.4911 0.03 0.21 0.12
C 0.0054 5.1886 -3.0178 -0.19 1.03 1.03
C 0.6729 4.2464 -2.0279 0.97 0.90 -0.60
C 1.4805 5.0364 -0.9808 -0.53 -0.34 0.70
O -0.3269 3.4734 -1.4114 0.12 -0.09 -0.07
H -0.4801 5.9682 -2.4169 -0.56 -0.33 0.01
H -0.7415 4.7126 -3.6471 0.22 -0.02 -0.26
H 0.7106 5.8298 -3.5504 0.25 -0.66 -0.47
H 1.4134 3.6537 -2.5848 -0.39 -0.50 0.12
H 1.2014 4.5854 -0.0240 0.29 0.06 0.14
H 1.1705 6.0785 -0.8876 0.11 0.05 -0.23
H 2.5634 4.9582 -1.0672 -0.01 0.09 -0.25
H 0.0878 2.8736 -0.7670 -0.28 -0.35 -0.23
C -2.8124 -3.5931 2.5283 -0.60 0.71 0.74
C -1.3087 -3.7622 2.7618 -0.84 -1.84 -1.57
C -1.0363 -5.1676 3.3160 -0.34 0.59 0.20
O -0.6705 -3.6984 1.4714 0.76 0.80 0.41
H -3.4270 -3.6109 3.4355 0.37 -0.12 0.32
H -3.2373 -4.3938 1.9236 0.37 0.02 -0.31
H -3.0639 -2.6253 2.0898 0.22 -0.07 -0.32
H -0.8819 -2.9889 3.3980 0.09 0.11 -0.16
H -1.7414 -5.8951 2.9114 -0.21 0.14 0.02
H -1.1806 -5.1012 4.3963 0.40 -0.56 0.05
H -0.0622 -5.5123 2.9731 0.28 0.15 0.61
H -0.9274 -4.4467 0.9124 -0.38 -0.13 0.09
C 2.7770 1.7403 1.4258 -0.10 0.59 0.67
C 4.1932 1.2901 1.7950 -1.43 -1.07 -0.86
C 4.2651 0.5684 3.1225 0.97 -0.36 0.40
O 4.5944 0.3715 0.7476 0.52 0.56 0.16
H 2.0477 0.9485 1.6015 0.06 -0.07 -0.21
H 2.7411 2.0648 0.3902 -0.06 -0.19 -0.15
H 2.4427 2.6135 1.9973 0.12 -0.10 0.22
H 4.8555 2.1551 1.7526 0.26 -0.20 0.02
H 3.8027 -0.4211 3.1174 -0.69 0.25 -0.28
H 3.9020 1.1370 3.9778 -0.08 0.08 -0.10
H 5.3048 0.2809 3.3167 0.13 0.46 0.12
H 4.2575 -0.5409 0.8669 0.19 0.36 0.01
C -1.6323 -0.1545 -3.2361 0.62 0.39 -1.32
C -0.7894 -0.0607 -4.5350 0.34 0.16 0.88
C -0.7813 1.3751 -5.0398 0.18 1.16 0.03
O 0.5396 -0.4713 -4.3095 0.49 -0.38 -0.03
H -1.7517 -1.1887 -2.9188 -0.36 0.01 -0.11
H -2.5394 0.3679 -3.5457 -0.49 -0.39 0.80
H -1.1371 0.3851 -2.4258 -0.09 0.21 -0.07
H -1.1537 -0.7636 -5.2893 -0.25 0.23 -0.02
H -1.7683 1.8233 -5.1836 -0.11 -0.31 -0.16
H -0.1792 1.5836 -5.9282 -0.21 -0.65 -0.29
H -0.2967 2.0495 -4.3190 -0.11 -0.35 0.47
H 0.8997 -0.0927 -3.4878 -0.30 0.24 -0.15
C -0.6112 -5.1754 -2.7151 0.34 1.12 -0.93
C -1.4324 -4.4747 -1.6481 -1.47 -0.46 -1.27
C -2.8253 -3.9944 -2.1316 0.39 -0.22 -0.35
O -1.7050 -5.3767 -0.5838 0.60 0.21 1.50
H -0.6597 -4.5924 -3.6420 -0.15 0.04 0.04
H -0.9539 -6.1709 -2.9999 -0.01 -0.11 0.40
H 0.4541 -5.1325 -2.4880 -0.03 -0.56 0.30
H -0.8826 -3.6063 -1.2806 0.01 -0.21 0.35
H -3.4888 -4.8435 -2.3174 0.15 -0.19 0.19
H -2.8002 -3.4721 -3.0906 0.20 0.34 0.23
H -3.2834 -3.3850 -1.3540 -0.01 0.13 -0.11
H -1.9014 -6.2590 -0.9044 0.05 0.05 -0.30
```
Positions in Å, forces in eV/Å.

The calculation puts the total energy at -73802.1095 eV. The largest force on an atom comes out at 2.562 eV/A. The calculation puts the LUMO energy at 0.14 eV. As for the relative energy (zero: lowest compared OMol25 entry of this formula, charge and spin): 1.6 kJ/mol. For the orbital gap, the calculation gives 9.0 eV.

Computed, not measured: a structure of composition C30H31BClIN9O2STc, with the ωB97M-V functional and the def2-TZVPD basis.

```
77
Properties=species:S:1:pos:R:3:forces:R:3
Tc -0.5503 -0.1656 0.4264 -0.46 0.31 -0.03
S -1.1829 1.6429 1.7865 0.05 -0.04 -0.14
C -1.4732 2.7446 0.4840 -0.25 0.54 0.05
N -1.8441 4.0139 0.7755 0.20 -0.58 -0.29
N -2.4475 4.7067 -0.1627 -0.30 0.14 -0.22
C -3.4582 4.3501 -1.1076 0.43 0.10 0.26
C -3.8863 5.3753 -1.9401 -0.01 0.11 -0.16
C -4.9093 5.1590 -2.8508 0.05 0.06 0.03
C -5.5207 3.9182 -2.9294 0.03 -0.03 0.02
C -5.0965 2.9009 -2.0835 0.02 -0.02 0.06
C -4.0679 3.1024 -1.1749 -0.17 -0.05 0.07
N -1.2727 2.4441 -0.8077 0.17 -0.04 0.35
N -0.7598 1.2664 -1.0265 0.00 -0.07 -0.73
C -0.5421 1.0779 -2.4473 0.00 0.09 0.46
C -1.4091 1.6344 -3.3831 -0.12 0.00 -0.07
C -1.1700 1.4459 -4.7384 0.03 0.00 0.04
C -0.0577 0.7286 -5.1679 0.00 0.06 0.04
C 0.8165 0.1945 -4.2312 0.08 0.11 0.03
C 0.5651 0.3601 -2.8757 0.20 0.01 -0.09
H -2.3536 5.7014 -0.0115 -0.19 -0.03 0.10
H -3.4150 6.3502 -1.8749 -0.02 -0.03 -0.02
H -5.2314 5.9687 -3.4922 0.01 -0.01 0.01
H -6.3265 3.7488 -3.6304 0.01 -0.01 0.00
H -5.5801 1.9325 -2.1210 0.00 0.01 0.01
H -3.7778 2.3007 -0.5115 0.02 0.00 0.01
H -2.2552 2.2176 -3.0416 0.01 -0.04 -0.03
H -1.8477 1.8813 -5.4617 0.00 -0.01 0.01
H 0.1285 0.5937 -6.2258 0.01 0.03 0.00
H 1.7059 -0.3392 -4.5461 -0.02 -0.01 0.01
H 1.2475 -0.0546 -2.1503 -0.11 -0.03 -0.01
Cl 2.0060 -0.0988 1.1305 0.99 0.04 0.12
N -1.5856 -1.8463 -4.0441 -0.20 -0.33 0.20
C -1.2994 -3.1184 -3.7306 -0.06 0.40 -0.25
N -1.6276 -4.0813 -4.5978 0.02 -0.14 0.02
N -0.6955 -3.4862 -2.6122 0.06 -0.09 0.33
C -0.4694 -2.5713 -1.7160 0.01 -0.20 -0.35
N -0.2568 -1.7721 -0.9050 -0.07 -0.04 0.03
H -2.0655 -1.5993 -4.8902 0.04 0.00 -0.02
H -1.2928 -1.0989 -3.4302 -0.02 0.00 -0.09
H -2.0706 -3.8883 -5.4763 0.02 0.00 -0.01
H -1.4134 -5.0316 -4.3500 -0.02 0.01 -0.01
I -3.6083 -1.2634 0.3898 -0.21 -0.08 -0.09
C -2.3907 -2.0662 1.8773 0.15 0.02 0.08
C -2.9280 -2.9849 2.7621 0.03 0.03 -0.01
C -2.1167 -3.4707 3.7711 -0.08 -0.07 0.04
C -0.8109 -3.0198 3.8567 0.08 -0.01 0.06
C -0.3548 -2.1116 2.9265 0.03 0.07 -0.17
N -1.1256 -1.6327 1.9337 -0.24 -0.24 0.20
H -3.9557 -3.2990 2.6579 0.00 0.00 0.01
H -2.5033 -4.1897 4.4817 0.01 0.03 -0.01
H -0.1452 -3.3606 4.6368 -0.01 -0.01 -0.02
H 0.6641 -1.7500 2.9605 -0.03 0.03 -0.03
C 4.8643 0.9494 -6.8897 -0.06 0.01 -0.03
C 5.4169 1.4765 -5.5601 -0.04 -0.07 0.06
C 6.9370 1.2616 -5.5213 0.02 -0.04 0.02
C 5.1339 2.9770 -5.4825 -0.03 0.03 -0.02
C 4.7941 0.7172 -4.3830 0.08 0.06 0.06
C 4.7722 -0.6840 -4.3929 -0.02 -0.05 0.05
C 4.2886 -1.4448 -3.3298 0.06 0.01 -0.17
C 3.8240 -0.7434 -2.2448 -0.04 -0.30 0.11
O 3.2576 -1.2301 -1.0685 0.03 0.15 -0.04
B 2.9379 -0.0889 -0.3810 -0.27 0.00 0.15
O 3.2836 1.0731 -1.0192 0.03 -0.17 -0.04
C 3.8381 0.6299 -2.2169 -0.01 0.31 0.13
C 4.3105 1.3927 -3.2575 -0.01 0.00 -0.12
H 5.3125 1.5007 -7.7186 -0.01 -0.01 0.01
H 3.7804 1.0809 -6.9412 0.02 0.00 0.00
H 5.0862 -0.1076 -7.0435 0.00 0.04 0.01
H 7.4189 1.8233 -6.3247 -0.02 -0.02 0.01
H 7.1907 0.2064 -5.6429 0.00 0.03 0.00
H 7.3521 1.5996 -4.5694 0.00 0.01 -0.03
H 5.5450 3.4673 -6.3661 0.00 0.00 0.01
H 5.6008 3.4380 -4.6097 -0.01 -0.02 -0.02
H 4.0608 3.1838 -5.4539 0.03 0.00 0.00
H 5.1528 -1.2105 -5.2581 0.02 0.01 0.03
H 4.2814 -2.5260 -3.3555 0.00 0.02 0.00
H 4.2849 2.4704 -3.1935 0.02 -0.01 0.01
```
Positions in Å, forces in eV/Å.

As for the expectation value of S²: 4.19. The spin multiplicity is 4. The calculation puts the total energy at -83449.9394 eV. The largest force on an atom comes out at 0.996 eV/A. The calculation puts the LUMO energy (spin up / spin down) at -3.25 / -3.34 eV. As for the relative energy (zero: lowest compared OMol25 entry of this formula, charge and spin): 24.9 kJ/mol. For the orbital gap (spin up / spin down), the calculation gives 6.3 / 6.4 eV. Its charge is +1.